# 1
Computed, not measured: C42H52N6O18PS2 as an isolated structure, with ωB97M-V with the def2-TZVPD basis set.

Properties
- HOMO energy: -6.39 eV
- Gap between HOMO and LUMO: 7.31 eV
- Net charge: -1
- Strongest force on any atom: 1.16 eV/Å
- Lowest unoccupied orbital energy: 0.9 eV
- Multiplicity: 1

Atoms and positions in Å:
C1 8.24278 -1.71590 2.85191
O1 8.20470 -1.78984 1.44268
C2 7.27421 -2.74460 0.93896
C3 7.09995 -2.52478 -0.55692
C4 5.85512 -1.73612 -0.95266
C5 5.86853 -0.24620 -0.55416
C6 5.37387 -0.02451 0.87798
C7 4.94249 1.40972 1.21345
C8 4.39591 2.25234 0.06021
C9 3.04759 1.81624 -0.56387
C10 2.18005 0.86966 0.25815
C11 1.52204 1.53388 1.47312
S1 1.48183 0.55877 2.97368
O2 1.33966 1.51980 4.04070
O3 2.70148 -0.22833 2.99319
N1 0.17271 -0.37812 3.01293
S2 -0.18134 -1.27368 1.75902
O4 -0.49088 -0.48314 0.57641
O5 -1.24786 -2.16675 2.12687
C12 1.26422 -2.24044 1.27728
P1 1.22652 -4.02089 1.54582
O6 0.48432 -4.55097 2.67878
O7 0.82008 -4.59856 0.10342
O8 2.78945 -4.42233 1.67263
H1 7.45121 -2.30382 3.31767
H2 8.11232 -0.68221 3.16999
H3 9.20106 -2.08345 3.22332
H4 6.31956 -2.64679 1.45899
H5 7.68133 -3.74256 1.13338
H6 7.01843 -3.51567 -1.01347
H7 7.99719 -2.07007 -0.97274
H8 4.95815 -2.22736 -0.57165
H9 5.80137 -1.76281 -2.04366
H10 5.24183 0.26735 -1.27451
H11 6.90431 0.08721 -0.60701
H12 6.19700 -0.27209 1.55015
H13 4.58999 -0.74377 1.12077
H14 4.22743 1.40783 2.03255
H15 5.81902 1.94795 1.58466
H16 5.12977 2.31547 -0.74421
H17 4.28859 3.27594 0.42567
H18 3.26418 1.30666 -1.50649
H19 2.46335 2.70797 -0.79057
H20 1.37787 0.51429 -0.38918
H21 2.74104 -0.01214 0.55700
H22 0.48586 1.76378 1.24166
H23 2.01636 2.46573 1.73026
H24 1.34751 -2.07582 0.20341
H25 2.17558 -1.87178 1.74389
H26 1.17795 -5.48828 0.00059
H27 3.22739 -4.45543 0.81719
C13 -4.05015 -7.25146 -0.44469
C14 -3.09816 -6.24211 -0.41181
C15 -1.80401 -6.49498 -0.83514
C16 -1.49122 -7.76557 -1.28433
C17 -2.42145 -8.78757 -1.31896
C18 -3.71200 -8.52175 -0.89494
N2 -0.11687 -8.03724 -1.73634
O9 0.67233 -7.11583 -1.68131
O10 0.14959 -9.15183 -2.13064
H28 -5.06029 -7.04837 -0.11477
H29 -3.35804 -5.25616 -0.05320
H30 -1.05623 -5.71619 -0.80463
H31 -2.14447 -9.77052 -1.66865
H32 -4.45468 -9.30739 -0.91417
C19 -3.57894 1.80523 2.28763
C20 -3.56673 0.70166 1.44166
C21 -4.47997 0.61758 0.40248
C22 -5.39447 1.64411 0.23272
C23 -5.42180 2.74988 1.06360
C24 -4.50512 2.82546 2.09843
N3 -6.36481 1.56816 -0.86780
O11 -6.34739 0.58641 -1.58062
O12 -7.14279 2.49617 -1.00791
H33 -2.86147 1.86305 3.09615
H34 -2.84435 -0.08621 1.59687
H35 -4.47973 -0.23671 -0.25740
H36 -6.14409 3.53758 0.91391
H37 -4.51820 3.67977 2.76084
C25 -3.46693 4.38968 -2.24223
C26 -3.09330 3.62612 -1.14536
C27 -1.83969 3.78608 -0.57949
C28 -0.98011 4.71635 -1.13145
C29 -1.32630 5.48306 -2.22853
C30 -2.58328 5.31494 -2.78472
N4 0.34956 4.88898 -0.52834
O13 0.61624 4.18670 0.42097
O14 1.10123 5.70610 -1.02472
H38 -4.45015 4.26196 -2.67620
H39 -3.77586 2.90266 -0.72461
H40 -1.54015 3.19090 0.27129
H41 -0.62885 6.19715 -2.63923
H42 -2.87381 5.90665 -3.64210
C31 2.70758 4.46164 -5.34891
C32 3.93550 4.82777 -4.81461
C33 4.77723 3.86471 -4.28338
C34 4.36900 2.54530 -4.30207
C35 3.14953 2.15886 -4.82327
C36 2.31451 3.13021 -5.35012
N5 5.26059 1.51648 -3.74159
O15 6.30805 1.88317 -3.25413
O16 4.88110 0.36411 -3.78034
H43 2.05319 5.21717 -5.76310
H44 4.23810 5.86559 -4.80857
H45 5.73165 4.13598 -3.85856
H46 2.85473 1.12057 -4.81382
H47 1.35513 2.84666 -5.75991
C37 -10.65948 0.14743 2.02834
C38 -10.17265 1.28952 1.40720
C39 -9.25107 2.09387 2.05679
C40 -8.83064 1.73121 3.32245
C41 -9.30170 0.59951 3.95937
C42 -10.22691 -0.19480 3.30270
N6 -7.82565 2.56564 4.00201
O17 -7.45048 3.56319 3.42306
O18 -7.42021 2.19700 5.08253
H48 -11.37444 -0.48170 1.51492
H49 -10.50407 1.55246 0.41245
H50 -8.85958 2.97993 1.58038
H51 -8.95019 0.34060 4.94654
H52 -10.60489 -1.08600 3.78407

Here are the Mulliken charges for atoms 1 to 4, given in e:
1. C -0.78
2. O -0.40
3. C -0.47
4. C -0.92

***

# 2
Computed, not measured: C42H53Cl7CsN10O3PS6 as an isolated structure, with ωB97M-V with the def2-TZVPD basis set.

Properties
- HOMO energy: -2.52 eV
- Gap between HOMO and LUMO: 5.89 eV
- Net charge: -2
- Strongest force on any atom: 0.78 eV/Å
- Lowest unoccupied orbital energy: 3.4 eV
- Multiplicity: 1

Atoms and positions in Å:
Cs1 2.12174 0.32187 0.31995
N1 -0.42349 0.25685 -4.64879
C1 0.09974 1.02960 -5.69172
C2 -0.74943 1.74103 -6.52531
C3 -0.24032 2.50324 -7.57220
C4 1.12342 2.54527 -7.79568
C5 1.97770 1.83552 -6.95596
C6 1.47733 1.08702 -5.90616
S1 2.58997 0.22176 -4.82902
N2 1.58934 -0.67440 -3.80735
C7 0.32695 -0.55414 -3.81442
C8 -0.51744 -1.39566 -2.90487
C9 -1.29708 -2.39706 -3.46766
C10 -2.09831 -3.15732 -2.63088
C11 -2.12049 -2.86065 -1.28086
C12 -1.33385 -1.81562 -0.81984
N3 -0.52653 -1.10386 -1.60642
H1 -1.39859 0.35596 -4.42808
H2 -1.81795 1.71909 -6.33306
H3 -0.91845 3.06890 -8.19963
H4 1.53062 3.13495 -8.60744
H5 3.05220 1.87552 -7.10502
H6 -1.25350 -2.58548 -4.53352
H7 -2.69276 -3.96902 -3.03309
H8 -2.73103 -3.42270 -0.58451
H9 -1.36780 -1.52612 0.22018
Cl1 0.41839 2.32679 -1.82010
C13 1.10236 3.62388 -2.76054
C14 0.51425 3.89088 -3.98217
C15 1.02994 4.87571 -4.80833
C16 2.13738 5.59140 -4.38068
C17 2.69227 5.33508 -3.13726
Cl2 4.06295 6.30972 -2.67291
C18 2.20225 4.35002 -2.24141
S2 2.83153 4.09567 -0.66015
H10 -0.35611 3.32386 -4.28377
H11 0.57449 5.07663 -5.77055
H12 2.57323 6.36347 -5.00219
C19 3.89998 2.28493 5.47591
N4 2.81745 1.35338 5.19024
C20 3.03999 0.03985 5.76205
C21 2.16577 1.38081 3.94689
N5 1.87450 0.36463 3.24857
N6 1.79651 2.66911 3.56242
C22 1.05745 3.02499 2.42467
N7 1.02622 4.39753 2.22944
N8 0.45249 2.15571 1.72583
H13 3.85985 2.59635 6.52283
H14 3.84089 3.16987 4.84765
H15 4.87693 1.82123 5.29133
H16 3.32142 0.16688 6.80925
H17 3.83009 -0.51880 5.24610
H18 2.12032 -0.54288 5.71966
H19 2.33830 -0.49047 3.54726
H20 1.91849 3.39620 4.24080
H21 1.85768 4.88114 2.53500
H22 0.83080 4.62933 1.26375
H23 -0.06559 2.56812 0.95377
C23 -1.49867 -4.18027 4.51749
C24 -0.35882 -3.17493 4.54342
S3 -0.18833 -2.24278 2.95970
O1 -0.94052 -3.08458 1.94853
C25 -1.22273 -0.81564 3.33843
C26 -2.66478 -1.13969 3.68602
H24 -1.32178 -4.97109 5.24894
H25 -1.56208 -4.63139 3.52622
H26 -2.45914 -3.71380 4.72561
H27 0.60129 -3.68112 4.64080
H28 -0.45076 -2.43852 5.34438
H29 -1.16780 -0.19690 2.43934
H30 -0.68579 -0.27842 4.12464
H31 -3.27353 -0.24343 3.55215
H32 -2.76876 -1.48360 4.71931
H33 -3.05193 -1.90686 3.01040
C27 -5.39646 -0.01228 -1.41825
C28 -6.33705 0.13177 -0.22943
C29 -7.62986 0.82287 -0.64150
O2 -5.83500 0.85687 0.90813
P1 -4.56797 1.84909 1.11877
S4 -4.83053 2.58240 2.92400
S5 -2.84794 0.99152 0.65666
O3 -4.99002 2.93328 -0.03970
C30 -4.17920 4.01092 -0.57520
C31 -3.22211 4.64372 0.42881
C32 -3.44482 3.53511 -1.82166
H34 -5.90694 -0.56733 -2.21224
H35 -4.48495 -0.53109 -1.13807
H36 -5.11478 0.97276 -1.79412
H37 -6.56748 -0.86260 0.15911
H38 -7.39272 1.81766 -1.02609
H39 -8.27672 0.93962 0.22959
H40 -8.15340 0.24790 -1.40970
H41 -4.91631 4.76109 -0.86591
H42 -2.48814 3.91068 0.76633
H43 -3.76255 5.00705 1.30184
H44 -2.69274 5.47579 -0.04636
H45 -2.74740 2.74039 -1.55747
H46 -2.88149 4.36390 -2.26277
H47 -4.15356 3.15531 -2.56299
Cl3 5.26057 0.73272 1.94238
C33 5.30256 -1.02346 2.07955
C34 4.17074 -1.65812 2.56266
C35 4.28026 -3.03537 2.60477
Cl4 2.94872 -3.95141 3.32153
C36 5.36610 -3.76988 2.13646
Cl5 5.34533 -5.50781 2.06723
C37 6.49230 -3.07734 1.70269
Cl6 7.90159 -3.93672 1.17727
C38 6.47189 -1.68541 1.70017
Cl7 7.89367 -0.81459 1.21329
C39 3.01449 -6.92309 -1.11304
N9 2.04311 -6.28826 -0.25353
C40 1.75107 -6.67710 1.05161
C41 0.86278 -5.79701 1.53455
N10 0.61419 -4.87723 0.53211
C42 1.32866 -5.16551 -0.58440
S6 1.31325 -4.36171 -2.05855
H48 2.66875 -7.90805 -1.43179
H49 3.96541 -7.02195 -0.58890
H50 3.14084 -6.28893 -1.98600
H51 2.21829 -7.53362 1.50947
H52 0.39821 -5.71877 2.50292
H53 0.03699 -4.05033 0.67845

Here are the Mulliken charges for atoms 1 to 4, given in e:
1. Cs 1.07
2. N 0.21
3. C -0.22
4. C -0.25

***

> Look up the lowest unoccupied orbital energy of the second one.

3.4 eV